Here is 2 unconnected molecules or ions with the total composition C2H3FO2 from OMol25. Energies are from the ωB97M-V functional and the def2-TZVPD basis.

Highest occupied orbital energy in eV: -11.38
SMILES: O=C1CO1.F
Energy relative to the best compared isomer or geometry (same formula, charge and spin) in eV: 1.7089
Orbital gap in Eh: 0.441

Geometry (Å):
C: -1.07 0.54 0.13
C: 0.04 -0.23 0.72
O: -0.75 0.42 1.51
O: 1.01 -0.90 0.67
F: 1.94 -0.66 -1.86
H: -0.91 1.55 -0.06
H: -2.08 0.26 -0.18
H: 1.81 -0.98 -0.93

=====

Here is a gas-phase ion, C3H8N3O (charge +1) from OMol25. Energies are from the ωB97M-V functional and the def2-TZVPD basis.

Highest occupied orbital energy in eV: -14.87
SMILES: NC(=[NH2+])/N=C/CO
Energy relative to the best compared isomer or geometry (same formula, charge and spin) in eV: 1.4667
Net charge: +1
Orbital gap in Eh: 0.390

Geometry (Å):
C: -0.77 0.20 -0.81
C: -2.19 -0.03 -0.40
C: 1.31 0.05 0.17
N: 0.02 0.13 0.15
N: 1.94 -0.88 -0.60
N: 2.13 0.86 0.87
O: -2.34 -0.09 0.99
H: -0.46 0.66 -1.84
H: -2.61 0.89 -0.85
H: -2.60 -0.93 -0.94
H: 1.28 -1.46 -1.22
H: 2.80 -1.25 -0.37
H: 3.01 0.43 1.02
H: -2.19 -0.90 1.44
H: 1.83 1.48 1.55

=====

Here is 2 unconnected molecules or ions with the total composition C6H13N2 from OMol25. Energies are from the ωB97M-V functional and the def2-TZVPD basis.

Highest occupied orbital energy in eV: -13.18
Energy relative to the best compared isomer or geometry (same formula, charge and spin) in eV: 2.3730
Net charge: +1
Orbital gap in Eh: 0.363

Geometry (Å):
C: 0.89 -2.30 0.92
C: -0.53 1.39 -0.14
C: 0.74 -2.25 2.35
C: -1.79 2.21 -0.29
C: 0.64 2.07 -0.74
C: 0.98 -2.38 -1.60
N: 0.90 -2.25 -0.23
N: -0.46 0.23 0.40
H: -0.22 -2.72 2.49
H: 0.62 -1.22 2.76
H: 1.54 -2.81 2.72
H: -1.68 3.27 -0.02
H: -2.56 1.74 0.21
H: -1.87 2.36 -1.41
H: 0.26 2.81 -1.38
H: 1.45 1.41 -1.13
H: 1.13 2.68 -0.02
H: 1.00 -3.39 -1.84
H: 0.14 -1.84 -2.12
H: 2.03 -1.97 -1.96
H: -1.26 0.02 0.98

=====

Here is a molecular structure, C10H16AuN4SSeSi from OMol25. Energies are from the ωB97M-V functional and the def2-TZVPD basis.

Multiplicity: 3
Highest occupied orbital energy (alpha / beta) in eV: -10.82 / -11.27
Energy relative to the best compared isomer or geometry (same formula, charge and spin) in eV: 0.6983
Net charge: +1
Orbital gap (alpha / beta) in Eh: 0.263 / 0.211
Expectation value of S²: 2.01

Geometry (Å):
Au: -0.18 -0.26 0.01
N: -3.35 2.83 0.00
C: -2.26 2.06 0.00
S: -2.54 0.33 0.01
N: -1.11 2.68 -0.01
N: -0.03 1.91 0.00
C: 1.15 2.40 -0.01
C: 2.30 1.51 -0.01
C: 3.60 1.98 -0.01
C: 4.65 1.08 -0.01
C: 4.37 -0.28 0.00
C: 3.05 -0.69 0.01
N: 2.05 0.19 0.00
H: -4.27 2.42 0.00
H: -3.24 3.83 -0.01
H: 1.30 3.48 -0.01
H: 3.79 3.05 -0.02
H: 5.67 1.42 -0.01
H: 5.17 -1.02 0.01
H: 2.77 -1.73 0.02
C: 0.74 -5.60 1.63
Si: -0.09 -5.24 -0.01
C: -1.93 -5.54 -0.14
C: 0.94 -5.56 -1.53
Se: 0.02 -2.74 0.04
H: 0.80 -6.67 1.82
H: 0.17 -5.15 2.45
H: 1.75 -5.19 1.64
H: -2.16 -6.61 -0.16
H: -2.33 -5.09 -1.04
H: -2.45 -5.10 0.72
H: 1.03 -6.63 -1.73
H: 1.95 -5.16 -1.40
H: 0.49 -5.09 -2.41

=====

Here is 8 unconnected molecules or ions with the total composition C32H70N2O20 from OMol25. Energies are from the ωB97M-V functional and the def2-TZVPD basis.

Highest occupied orbital energy in eV: -8.65
SMILES: COC[C@H](C)N.COC[C@H](C)N.CCOC(=O)OC.CCOC(=O)OC.CCOC(=O)OC.CCOC(=O)OC.CCOC(=O)OC.CCOC(=O)OC
Energy relative to the best compared isomer or geometry (same formula, charge and spin) in eV: 0.0204
Orbital gap in Eh: 0.337

Geometry (Å):
C: 4.15 2.38 2.12
C: 3.06 3.11 1.34
C: 3.61 4.23 0.45
O: 4.23 5.23 1.18
C: 3.30 6.21 1.67
N: 2.24 2.18 0.65
H: 4.80 2.97 2.74
H: 4.74 1.75 1.40
H: 3.69 1.68 2.82
H: 2.43 3.62 2.08
H: 2.83 4.65 -0.22
H: 4.42 3.91 -0.25
H: 2.99 6.82 0.80
H: 3.87 6.84 2.34
H: 2.46 5.72 2.21
H: 1.78 2.62 -0.14
H: 2.61 1.31 0.27
C: -0.19 -2.58 1.50
C: 0.55 -1.31 1.02
C: 0.31 -1.16 -0.50
O: 1.13 -0.03 -0.94
C: 0.74 0.46 -2.25
N: 0.03 -0.10 1.72
H: -0.13 -2.75 2.59
H: 0.22 -3.58 1.08
H: -1.24 -2.51 1.25
H: 1.64 -1.37 1.07
H: -0.74 -1.02 -0.73
H: 0.68 -2.06 -1.01
H: 1.16 1.45 -2.34
H: -0.35 0.56 -2.32
H: 1.16 -0.16 -3.03
H: 0.43 0.03 2.64
H: 0.36 0.77 1.23
C: 4.29 -1.24 -0.71
C: 3.75 -2.50 0.00
O: 4.75 -3.49 0.08
C: 4.44 -4.66 0.58
O: 3.38 -5.00 1.08
O: 5.51 -5.45 0.40
C: 5.52 -6.80 0.89
H: 3.40 -0.63 -0.88
H: 4.66 -1.54 -1.69
H: 5.13 -0.84 -0.14
H: 2.94 -2.89 -0.64
H: 3.38 -2.36 0.98
H: 5.62 -6.64 1.95
H: 6.32 -7.32 0.40
H: 4.57 -7.22 0.67
C: -7.95 1.38 1.83
C: -6.98 0.27 1.98
O: -5.81 0.57 2.85
C: -4.77 -0.28 2.64
O: -4.53 -0.89 1.61
O: -4.03 -0.27 3.73
C: -2.92 -1.18 3.67
H: -7.42 2.33 1.46
H: -8.50 1.69 2.70
H: -8.63 1.04 1.12
H: -6.55 -0.06 1.07
H: -7.49 -0.56 2.46
H: -2.58 -1.28 4.70
H: -2.16 -0.75 3.05
H: -3.26 -2.08 3.19
C: -0.39 -0.78 -5.75
C: 0.46 0.43 -6.20
O: -0.27 1.32 -7.06
C: -0.24 0.95 -8.35
O: 0.18 -0.13 -8.75
O: -0.70 1.91 -9.15
C: -0.44 1.69 -10.52
H: 0.22 -1.43 -5.08
H: -0.58 -1.30 -6.67
H: -1.29 -0.45 -5.29
H: 1.42 0.22 -6.68
H: 0.78 1.06 -5.37
H: 0.56 1.22 -10.72
H: -0.59 2.68 -10.98
H: -1.18 0.99 -10.87
C: -0.98 3.52 -4.35
C: -1.04 4.61 -3.31
O: -2.17 4.39 -2.49
C: -1.98 3.66 -1.38
O: -0.91 3.14 -1.06
O: -3.11 3.50 -0.68
C: -3.13 2.47 0.25
H: -1.90 3.65 -4.99
H: -0.97 2.57 -3.79
H: 0.02 3.52 -4.76
H: -1.10 5.59 -3.76
H: -0.18 4.62 -2.65
H: -2.25 2.48 0.91
H: -3.09 1.49 -0.19
H: -4.03 2.58 0.84
C: 1.09 3.60 4.51
C: 0.93 2.10 4.40
O: 1.78 1.51 5.45
C: 1.49 0.26 5.82
O: 0.60 -0.42 5.33
O: 2.26 -0.09 6.83
C: 2.13 -1.47 7.21
H: 0.32 4.18 3.86
H: 2.09 3.93 4.23
H: 0.95 3.95 5.54
H: 1.14 1.72 3.40
H: -0.13 1.83 4.68
H: 2.96 -1.72 7.89
H: 2.19 -2.08 6.33
H: 1.18 -1.82 7.68
C: -4.35 -2.87 -1.27
C: -3.56 -3.09 0.00
O: -2.60 -4.15 -0.36
C: -2.12 -4.91 0.66
O: -2.56 -4.88 1.84
O: -1.14 -5.64 0.19
C: -0.64 -6.62 1.05
H: -3.60 -2.57 -2.00
H: -5.01 -2.01 -1.14
H: -4.85 -3.78 -1.56
H: -4.19 -3.46 0.80
H: -3.00 -2.22 0.32
H: 0.34 -6.88 0.68
H: -1.28 -7.53 0.94
H: -0.60 -6.27 2.12